[1]
Entry from the OMol25 dataset: a cluster of 2 separate species, C16H18NO4S2 in total (the ωB97M-V functional and the def2-TZVPD basis).

Calculated values
HOMO level in eV: -2.81
Gap between HOMO and LUMO in eV: 4.6

```
! wB97M-V def2-TZVPD RIJCOSX def2/J DEFGRID3
* xyz -1 1
C -2.17 0.42 2.72
N -1.29 -0.75 2.69
C -1.99 -2.03 2.70
C 0.08 -0.65 2.76
S 0.82 0.85 2.87
S 1.04 -2.02 2.74
H -1.59 1.33 2.59
H -2.90 0.35 1.92
H -2.69 0.46 3.67
H -1.29 -2.86 2.61
H -2.55 -2.14 3.62
H -2.69 -2.08 1.86
C 6.33 -0.08 -4.25
C 5.55 -1.33 -3.84
C 6.17 -2.58 -4.50
O 5.69 -1.49 -2.41
C 4.89 -0.69 -1.64
O 5.10 -0.48 -0.46
C 3.72 -0.06 -2.27
C 3.03 0.86 -1.56
C 1.85 1.59 -2.02
C 1.88 2.32 -3.21
C 0.77 3.01 -3.65
C -0.39 2.98 -2.91
C -0.44 2.27 -1.73
C 0.67 1.59 -1.28
C 3.28 -0.59 -3.57
O 2.12 -0.45 -3.92
O 4.19 -1.24 -4.35
H 5.89 0.79 -3.77
H 7.36 -0.16 -3.93
H 6.30 0.07 -5.33
H 5.60 -3.46 -4.20
H 6.14 -2.50 -5.58
H 7.20 -2.71 -4.17
H 3.37 1.04 -0.56
H 2.78 2.33 -3.79
H 0.81 3.58 -4.56
H -1.26 3.51 -3.25
H -1.35 2.25 -1.15
H 0.64 1.03 -0.36
*
```

Atomic partial charges in e from the Löwdin method, atoms 1 to 6:
1. C -0.130
2. N -0.312
3. C -0.126
4. C -1.429
5. S 0.371
6. S 0.377

---

[2]
Entry from the OMol25 dataset: a structure of composition C16H19BN8O3V (the ωB97M-V functional and the def2-TZVPD basis).

Calculated values
HOMO level (alpha / beta) in eV: -12.01 / -12.02
Expectation value of S²: 2.010
Gap between HOMO and LUMO (alpha / beta) in eV: 7.9 / 8.8

```
! wB97M-V def2-TZVPD RIJCOSX def2/J DEFGRID3
* xyz 1 3
V 1.30 -0.24 0.40
C -0.12 2.89 2.86
C 0.87 1.99 2.51
N 0.43 1.19 1.53
N -0.84 1.57 1.24
C -1.18 2.59 2.03
B -1.65 0.85 0.10
N -0.85 1.03 -1.22
C -1.14 1.51 -2.44
C -0.04 1.34 -3.26
C 0.91 0.74 -2.46
N 0.42 0.55 -1.23
N -1.64 -0.69 0.43
C -2.64 -1.57 0.53
C -2.11 -2.81 0.87
C -0.74 -2.58 0.95
N -0.46 -1.30 0.69
N -3.06 1.37 0.10
C -3.96 1.24 1.11
C -5.07 1.98 0.78
C -4.74 2.55 -0.47
N -3.54 2.19 -0.87
H -0.07 3.67 3.61
H 1.87 1.89 2.89
H -2.16 3.04 1.94
H -2.11 1.94 -2.63
H 0.05 1.63 -4.29
H 1.92 0.44 -2.68
H -3.65 -1.28 0.35
H -2.64 -3.73 1.02
H 0.06 -3.28 1.17
H -3.75 0.64 1.98
H -5.97 2.09 1.35
H -5.34 3.20 -1.09
C 3.89 -2.69 0.55
C 3.01 -2.59 -0.64
C 3.40 -3.31 -1.88
O 1.95 -1.95 -0.63
H 3.94 -3.74 0.86
H 3.55 -2.09 1.39
H 4.90 -2.39 0.27
H 3.89 -4.26 -1.66
H 4.13 -2.66 -2.38
H 2.54 -3.45 -2.53
O 4.59 -0.13 -1.13
C 4.17 0.63 -0.31
O 2.98 0.50 0.28
H 4.72 1.51 0.05
*
```

Atomic partial charges in e from the Löwdin method, atoms 1 to 6:
1. V 1.099
2. C -0.014
3. C -0.086
4. N -0.072
5. N 0.038
6. C -0.020

---

[3]
Entry from the OMol25 dataset: an isolated molecule of C16H19BO4 (the ωB97M-V functional and the def2-TZVPD basis).

Calculated values
HOMO level in eV: -8.37
Structure (SMILES): COCCc1ccc(OCc2cccc(B(O)O)c2)cc1
Energy above the lowest of the compared OMol25 structures with the same formula, charge and spin in kJ/mol: 31.7
Gap between HOMO and LUMO in eV: 8.6

```
! wB97M-V def2-TZVPD RIJCOSX def2/J DEFGRID3
* xyz 0 1
O 1.70 1.38 -4.03
O 1.45 3.53 -4.95
O 0.44 1.86 2.04
O -0.06 -4.60 2.20
B 1.39 2.68 -3.88
C -0.75 4.41 -1.19
C -0.88 0.02 2.63
C 0.25 -0.20 0.58
C -0.18 4.16 -2.41
C -0.23 3.86 -0.03
C 1.30 2.59 -1.33
C -1.54 -1.19 2.42
C -0.36 -1.45 0.39
C -0.01 0.58 1.70
C 0.82 3.21 -2.47
C 0.84 2.96 -0.07
C -1.29 -1.96 1.28
C 0.53 -5.35 1.20
C 1.43 2.35 1.18
C -1.46 -4.43 1.99
C -1.92 -3.30 1.03
H 2.01 1.11 -4.89
H 2.01 3.27 -5.70
H -1.56 5.14 -1.08
H -1.14 0.63 3.49
H 0.82 0.18 -0.23
H -0.56 4.61 -3.31
H -0.70 4.13 0.93
H 2.13 1.91 -1.38
H -2.12 -1.61 3.19
H -0.16 -2.08 -0.44
H 1.49 -5.71 1.52
H 0.68 -4.72 0.29
H -0.13 -6.21 0.93
H 2.06 3.08 1.73
H 2.13 1.55 0.94
H -1.88 -5.41 1.70
H -1.85 -4.21 2.97
H -1.70 -3.58 0.00
H -3.00 -3.18 1.04
*
```

Atomic partial charges in e from the Löwdin method, atoms 1 to 6:
1. O 0.189
2. O 0.157
3. O -0.044
4. O -0.179
5. B -0.615
6. C -0.075

---

[4]
Entry from the OMol25 dataset: a cluster of 3 separate species, C16H19BrFN2O5PS in total (the ωB97M-V functional and the def2-TZVPD basis).

Calculated values
HOMO level in eV: -9.33
Structure (SMILES): O=[N+]([O-])c1ccccc1.O=[N+]([O-])c1ccccc1.O=C(Br)C[PH2](S)CCF
Energy above the lowest of the compared OMol25 structures with the same formula, charge and spin in kJ/mol: 0.0
Gap between HOMO and LUMO in eV: 8.7

```
! wB97M-V def2-TZVPD RIJCOSX def2/J DEFGRID3
* xyz 0 1
O -1.93 -3.33 -0.42
C -2.07 -2.14 -0.46
Br -0.90 -1.02 0.68
C -3.12 -1.42 -1.18
P -4.79 -1.37 -0.18
S -6.59 -1.16 1.16
C -5.66 -2.54 -1.31
C -5.73 -3.90 -0.66
F -6.66 -4.63 -1.32
H -2.81 -0.41 -1.35
H -3.19 -1.91 -2.15
H -4.78 0.03 -0.28
H -4.16 -1.93 0.94
H -7.19 -0.10 0.61
H -6.68 -2.22 -1.44
H -5.22 -2.63 -2.28
H -4.79 -4.43 -0.76
H -6.00 -3.85 0.38
C 1.63 1.23 2.23
C 2.69 1.58 3.06
C 2.95 2.92 3.30
C 2.15 3.88 2.71
C 1.10 3.54 1.88
C 0.84 2.20 1.64
N 2.42 5.30 2.98
O 3.36 5.57 3.70
O 1.69 6.12 2.47
H 1.43 0.18 2.05
H 3.30 0.82 3.51
H 3.77 3.20 3.94
H 0.49 4.31 1.43
H 0.02 1.92 0.99
C 3.47 -0.53 -3.68
C 2.99 -1.42 -2.73
C 3.30 -1.24 -1.39
C 4.08 -0.16 -1.03
C 4.56 0.74 -1.96
C 4.25 0.55 -3.29
N 4.40 0.04 0.39
O 3.98 -0.78 1.18
O 5.05 1.02 0.69
H 3.22 -0.67 -4.72
H 2.39 -2.26 -3.03
H 2.94 -1.94 -0.65
H 5.17 1.58 -1.65
H 4.62 1.25 -4.03
*
```

Atomic partial charges in e from the Löwdin method, atoms 1 to 6:
1. O 0.023
2. C -0.881
3. Br 0.713
4. C -0.352
5. P 0.610
6. S 0.342

---

[5]
Entry from the OMol25 dataset: an isolated molecule of C16H19BrN2O5S2 (the ωB97M-V functional and the def2-TZVPD basis).

Calculated values
HOMO level in eV: -8.26
Structure (SMILES): COc1ccc(CCNC(=O)CNS(=O)(=O)c2ccc(Br)s2)cc1OC
Energy above the lowest of the compared OMol25 structures with the same formula, charge and spin in kJ/mol: 0.0
Gap between HOMO and LUMO in eV: 8.7

```
! wB97M-V def2-TZVPD RIJCOSX def2/J DEFGRID3
* xyz 0 1
C -2.73 -2.70 -1.17
H -3.81 -2.58 -1.09
O -2.17 -1.80 -0.24
C -0.82 -1.82 -0.04
C 0.08 -2.56 -0.78
C 1.44 -2.50 -0.51
C 1.92 -1.71 0.51
C 1.01 -0.97 1.27
C -0.34 -1.01 1.02
O -1.29 -0.33 1.72
C -0.88 0.39 2.86
H -1.80 0.77 3.31
H -0.37 -0.26 3.57
H -0.24 1.23 2.59
H 1.39 -0.35 2.07
C 3.39 -1.53 0.75
H 3.91 -2.49 0.70
H 3.55 -1.10 1.73
C 4.00 -0.59 -0.32
N 3.01 0.33 -0.86
C 2.47 1.30 -0.09
O 2.96 1.72 0.93
C 1.16 1.87 -0.66
N 0.42 2.48 0.42
S -0.79 3.52 -0.07
O -0.42 4.17 -1.30
O -1.18 4.30 1.06
C -2.06 2.35 -0.43
C -2.31 1.72 -1.61
C -3.37 0.80 -1.52
C -3.89 0.77 -0.26
S -3.11 1.86 0.83
Br -5.30 -0.29 0.32
H -3.74 0.20 -2.33
H -1.75 1.92 -2.51
H 1.05 2.90 1.10
H 0.55 1.07 -1.09
H 1.39 2.60 -1.44
H 2.45 -0.04 -1.61
H 4.80 0.01 0.13
H 4.41 -1.15 -1.16
H 2.12 -3.09 -1.11
H -0.27 -3.19 -1.59
H -2.46 -3.73 -0.93
H -2.41 -2.47 -2.19
*
```

Atomic partial charges in e from the Löwdin method, atoms 1 to 6:
1. C -0.090
2. H 0.066
3. O -0.103
4. C -0.196
5. C -0.010
6. C -0.051

---

[6]
Entry from the OMol25 dataset: a structure of composition C16H19CaN6O5S2 (the ωB97M-V functional and the def2-TZVPD basis).

Calculated values
HOMO level in eV: -4.21
Gap between HOMO and LUMO in eV: 6.9

```
! wB97M-V def2-TZVPD RIJCOSX def2/J DEFGRID3
* xyz -1 1
Ca 0.55 0.28 0.35
O 0.37 1.60 -1.26
C 1.03 2.82 -1.33
C 1.07 3.50 0.06
N 1.31 2.51 1.14
C 2.72 2.21 1.42
C 2.87 0.86 2.18
O 3.81 0.74 2.96
O 1.96 0.00 1.90
C 0.55 2.82 2.37
C -0.95 2.64 2.12
O -1.79 3.46 2.32
O -1.18 1.37 1.63
H -1.33 1.73 -0.95
H 2.05 2.69 -1.71
H 0.54 3.52 -2.02
H 1.83 4.29 0.09
H 0.10 3.96 0.24
H 3.25 2.10 0.46
H 3.22 2.98 2.00
H 0.85 2.10 3.13
H 0.72 3.83 2.74
N -3.57 1.28 1.93
C -2.50 0.91 1.06
S -2.68 1.79 -0.59
N -2.49 -0.52 0.93
N -1.35 -0.99 0.57
C -1.15 -2.30 0.47
C 0.15 -2.79 0.00
C 0.42 -4.17 -0.01
C 1.64 -4.62 -0.46
C 2.60 -3.71 -0.91
C 2.26 -2.37 -0.87
N 1.08 -1.91 -0.44
H -3.80 2.26 1.84
H -4.35 0.68 1.71
H -1.95 -2.99 0.72
H -0.33 -4.86 0.34
H 1.86 -5.68 -0.47
H 3.57 -4.02 -1.27
H 2.97 -1.62 -1.20
S -3.19 -1.20 -2.32
C -2.76 -2.83 -2.62
C -1.52 -2.89 -3.16
N -0.90 -1.67 -3.37
C -1.69 -0.70 -2.97
H -3.42 -3.64 -2.35
H -1.00 -3.80 -3.41
H -1.42 0.34 -3.01
*
```

Atomic partial charges in e from the Löwdin method, atoms 1 to 6:
1. Ca 1.377
2. O -0.512
3. C -0.354
4. C -0.156
5. N -0.240
6. C -0.097